[1]
{
  "formula": "C28H46BF6N3O5",
  "method": "ωB97M-V with the def2-TZVPD basis set",
  "symbols": ["C", "N", "C", "C", "O", "C", "C", "O", "C", "C", "C", "C", "C", "N", "C", "C", "C", "C", "C", "C", "N", "O", "C", "C", "C", "F", "C", "B", "O", "O", "C", "F", "F", "C", "C", "C", "C", "C", "C", "F", "F", "F", "C", "H", "H", "H", "H", "H", "H", "H", "H", "H", "H", "H", "H", "H", "H", "H", "H", "H", "H", "H", "H", "H", "H", "H", "H", "H", "H", "H", "H", "H", "H", "H", "H", "H", "H", "H", "H", "H", "H", "H", "H", "H", "H", "H", "H", "H", "H"],
  "positions_angstrom": [[-6.28208, -2.39070, 1.26361], [-5.01055, -1.66116, 1.34702], [-4.76483, -1.17442, 2.71763], [-5.11081, -0.47889, 0.52157], [-6.17997, 0.06624, 0.28029], [-3.82994, 0.07800, -0.04646], [-3.27667, -0.79237, -1.19779], [-1.93008, -0.54829, -1.49564], [-0.91330, -1.21051, -0.73421], [-1.43591, -2.04770, 0.43223], [-0.39691, -2.81603, 1.27933], [-0.52942, -2.57389, 2.79994], [0.82834, -2.38354, 3.50557], [1.35986, -3.70728, 3.92549], [-0.06535, 0.00106, -0.29492], [0.23468, 0.97578, -1.46157], [-0.50363, 2.32900, -1.35120], [0.49592, 3.48696, -1.52225], [0.82601, 3.73812, -3.01097], [2.17790, 4.46769, -3.09663], [2.45493, 5.03527, -4.42404], [1.07113, -0.30061, 0.48274], [1.44682, 0.80426, 1.28333], [2.89292, 0.53546, 1.73746], [3.63510, 1.85470, 1.91747], [4.15833, 2.24183, 0.69500], [0.52320, 0.95947, 2.52762], [-0.14864, 2.38416, 2.60778], [-1.51899, 2.45802, 2.54919], [0.60135, 3.55483, 2.76807], [-0.16641, -2.16560, -1.75763], [-0.60777, -1.89087, -3.01626], [-0.51892, -3.47105, -1.56098], [1.34954, -2.10414, -1.81862], [2.16445, -2.84498, -1.01872], [3.50735, -2.76765, -1.10669], [4.11068, -1.94320, -2.00112], [3.30731, -1.22515, -2.83695], [3.88050, -0.30191, -3.88359], [3.94498, -0.89976, -5.08661], [5.08788, 0.15859, -3.56302], [3.06495, 0.76884, -4.06515], [1.95433, -1.31342, -2.74253], [-7.11205, -1.88611, 1.76178], [-6.14401, -3.34179, 1.77879], [-6.52937, -2.59525, 0.22831], [-4.21606, -1.90970, 3.30046], [-4.10860, -0.30401, 2.65079], [-5.68074, -0.84561, 3.21361], [-4.08338, 1.04161, -0.47997], [-3.06874, 0.29210, 0.70354], [-3.56454, -1.83966, -1.10043], [-3.83796, -0.45948, -2.07130], [-2.02082, -1.44718, 1.12314], [-2.13065, -2.79644, 0.06554], [-0.56559, -3.88301, 1.14829], [0.63625, -2.63426, 1.01184], [-1.00026, -3.43177, 3.27523], [-1.17104, -1.71746, 3.02344], [0.67761, -1.75568, 4.38132], [1.50791, -1.93674, 2.78254], [1.57677, -3.70523, 4.91224], [2.22278, -3.87189, 3.42411], [-0.75723, 0.55837, 0.35031], [1.30441, 1.18605, -1.38951], [0.06888, 0.52318, -2.43031], [-1.04278, 2.45155, -0.41089], [-1.19249, 2.38668, -2.19278], [0.04552, 4.41042, -1.14550], [1.41183, 3.32807, -0.94857], [0.88408, 2.78409, -3.53547], [0.01902, 4.36223, -3.39019], [2.95286, 3.76224, -2.79579], [2.14190, 5.25803, -2.34714], [1.86189, 5.85002, -4.52131], [2.16525, 4.35158, -5.11302], [1.39999, 1.73262, 0.70470], [3.36304, -0.08735, 0.97772], [2.88331, -0.02466, 2.66809], [4.42703, 1.72348, 2.65386], [2.94326, 2.62183, 2.26132], [1.04484, 0.76948, 3.46595], [-0.28580, 0.23448, 2.44037], [-1.79853, 3.34340, 2.28691], [0.47672, 4.09083, 1.97357], [1.74615, -3.52425, -0.29085], [4.14395, -3.35548, -0.46291], [5.18328, -1.84914, -2.07636], [1.33388, -0.74536, -3.41331]],
  "homo_energy_ev": -9.2,
  "fmax_ev_per_a": 2.2,
  "orbital_gap_ev": 9.23,
  "lumo_ev": 0.07,
  "energy_ha": -2259.0961,
  "molar_mass_g_mol": 629.492,
  "spin_multiplicity": 1
}

[2]
{
  "formula": "C28H46BN7O2PbSSi3",
  "method": "ωB97M-V with the def2-TZVPD basis set",
  "symbols": ["Pb", "B", "N", "C", "C", "C", "N", "N", "C", "C", "C", "N", "H", "H", "H", "H", "H", "H", "H", "H", "C", "Si", "C", "C", "C", "C", "C", "C", "C", "C", "N", "Si", "C", "C", "C", "H", "H", "H", "H", "H", "H", "H", "H", "H", "H", "H", "H", "H", "H", "H", "H", "H", "H", "H", "H", "H", "H", "C", "Si", "C", "C", "C", "C", "C", "C", "N", "C", "S", "H", "H", "H", "H", "H", "H", "H", "H", "H", "H", "H", "H", "N", "C", "C", "O", "O", "H", "H", "H", "H"],
  "positions_angstrom": [[0.01480, -0.13019, 0.47067], [1.41441, 1.94789, 3.61321], [2.04753, 0.56569, 3.24986], [3.03432, 0.02655, 3.97308], [3.55492, -1.06211, 3.29528], [2.80092, -1.11874, 2.12831], [1.90274, -0.12986, 2.10066], [-0.10599, 2.06434, 3.24805], [-0.92705, 2.90842, 3.88106], [-2.12880, 2.97186, 3.19653], [-1.94492, 2.10921, 2.12016], [-0.72074, 1.57347, 2.15574], [1.48513, 2.04892, 4.81561], [2.02523, 2.83141, 3.04373], [3.30217, 0.45965, 4.92212], [4.35026, -1.71713, 3.60451], [2.83740, -1.83160, 1.31898], [-0.59843, 3.40936, 4.77635], [-3.00150, 3.54915, 3.44558], [-2.63290, 1.82032, 1.34074], [4.30234, 0.90533, -0.51268], [3.17054, 1.77086, -1.72170], [2.07854, 2.97479, -0.80835], [4.17941, 2.73910, -2.96370], [2.12534, 0.58548, -2.74742], [0.84357, 1.19263, -3.18751], [0.73558, 1.83512, -4.42581], [-0.42910, 2.51098, -4.73574], [-1.47070, 2.52560, -3.81651], [-1.29664, 1.83309, -2.63352], [-0.17500, 1.17715, -2.32067], [2.69728, -0.98707, -3.58849], [3.67982, -2.08459, -2.45235], [1.21212, -1.92128, -4.22333], [3.79404, -0.51612, -5.02753], [5.33395, 1.24076, -0.64122], [4.28522, -0.17844, -0.61426], [3.99966, 1.13623, 0.51092], [2.70386, 3.73556, -0.33316], [1.50022, 2.50370, -0.00931], [1.37891, 3.48185, -1.47655], [4.77435, 3.49694, -2.44630], [3.53819, 3.25206, -3.68466], [4.86600, 2.09557, -3.51728], [1.57047, 1.81471, -5.11452], [-0.52210, 3.03034, -5.68124], [-2.39332, 3.05312, -4.01317], [-2.08977, 1.78261, -1.89341], [3.14664, -2.30016, -1.52339], [4.64791, -1.64777, -2.20273], [3.86988, -3.03702, -2.95557], [0.78815, -2.55324, -3.43966], [1.49562, -2.57485, -5.05188], [0.42548, -1.25372, -4.58283], [4.66887, 0.04262, -4.68886], [3.27258, 0.09033, -5.77148], [4.15006, -1.42155, -5.52727], [0.15721, -6.58189, 0.58187], [0.62975, -5.71186, 2.15899], [0.27740, -6.86950, 3.58301], [2.43982, -5.27540, 2.17699], [-0.36063, -4.13907, 2.47565], [-1.12917, -4.00190, 3.62417], [-1.77430, -2.80837, 3.93947], [-1.58640, -1.74306, 3.09302], [-0.85423, -1.84504, 1.98012], [-0.27799, -3.01185, 1.63136], [0.58095, -3.03483, 0.09384], [0.52147, -7.61258, 0.60740], [0.57729, -6.08223, -0.29001], [-0.92839, -6.61316, 0.46090], [0.85912, -7.78421, 3.44303], [-0.77628, -7.15531, 3.63466], [0.56273, -6.44437, 4.54810], [3.05786, -6.17654, 2.20414], [2.67747, -4.67216, 3.05681], [2.70987, -4.69949, 1.29037], [-1.23492, -4.84565, 4.29633], [-2.38240, -2.70569, 4.82646], [-2.00834, -0.76427, 3.29327], [-1.92286, -1.78315, -2.22521], [-3.20617, -1.90551, -1.79364], [-3.46668, -1.03784, -0.22373], [-4.43372, -1.53708, 0.27994], [-2.67046, -0.12844, -0.07947], [-1.59239, -0.83875, -2.40611], [-1.18654, -2.35115, -1.78506], [-3.52152, -2.92441, -1.60409], [-3.92780, -1.34717, -2.38976]],
  "homo_energy_ev": [-7.8, -7.8],
  "fmax_ev_per_a": 0.8,
  "orbital_gap_ev": [5.67, 6.89],
  "lumo_ev": [-2.15, -0.94],
  "relative_energy_kj_mol": 406.6,
  "energy_ha": -3112.8060,
  "molar_mass_g_mol": 847.060,
  "spin_multiplicity": 1
}

[3]
{
  "formula": "C28H46BeBrN3P2",
  "method": "ωB97M-V with the def2-TZVPD basis set",
  "symbols": ["N", "C", "C", "C", "C", "C", "C", "Be", "P", "C", "C", "C", "C", "C", "C", "C", "Br", "H", "H", "H", "H", "H", "H", "H", "H", "H", "H", "P", "C", "C", "H", "H", "H", "H", "H", "C", "C", "H", "H", "H", "H", "H", "C", "C", "H", "H", "H", "H", "H", "C", "C", "H", "H", "H", "H", "H", "C", "C", "H", "H", "H", "H", "H", "C", "C", "H", "H", "H", "H", "H", "C", "N", "C", "C", "N", "H", "H", "H", "H", "H", "H"],
  "positions_angstrom": [[1.74895, -2.06269, 5.97393], [2.44969, -2.70058, 5.03440], [3.19084, -2.01084, 4.06854], [3.18050, -0.58794, 4.05254], [2.41337, 0.06520, 5.05936], [1.72667, -0.72579, 5.99671], [3.72313, 0.08237, 2.87960], [0.16803, 0.54490, -0.97764], [-1.11679, 0.34447, -2.99309], [3.94018, 1.42842, 2.58314], [3.44647, 1.81299, 1.25120], [2.54466, 2.88418, 0.99915], [1.71878, 2.84870, -0.09687], [1.65528, 1.69657, -0.95707], [2.78383, 0.80264, -0.87627], [3.64166, 0.90193, 0.17934], [1.41544, 2.32692, -2.98211], [4.03546, -0.64358, 2.11032], [4.18939, 2.17750, 3.35108], [3.74214, -2.58314, 3.32392], [2.29129, 1.14633, 5.10501], [2.47438, -3.79596, 5.05258], [1.15768, -0.28274, 6.81411], [2.44335, 3.67776, 1.73313], [4.42099, 0.14851, 0.28705], [0.98573, 3.63261, -0.26338], [2.85195, 0.01359, -1.61236], [-1.38010, 0.70466, 0.72820], [0.29465, -0.42528, -3.94519], [0.53922, -0.14987, -5.42651], [0.16389, -1.50453, -3.78081], [1.21588, -0.15482, -3.40795], [1.27105, -0.88199, -5.80437], [-0.36744, -0.29857, -6.02171], [0.95960, 0.84623, -5.61576], [-1.71386, 2.11895, -3.07007], [-2.32545, 2.68130, -4.34190], [-0.89808, 2.76366, -2.71708], [-2.47395, 2.14551, -2.27628], [-2.24072, 3.77383, -4.35951], [-1.86030, 2.31433, -5.25884], [-3.39545, 2.44380, -4.35620], [-2.62093, -0.59901, -3.48910], [-2.86869, -0.66070, -4.99998], [-3.50766, -0.17237, -2.98791], [-2.51227, -1.60720, -3.05474], [-3.91845, -0.89293, -5.22559], [-2.65684, 0.30183, -5.47989], [-2.26720, -1.43773, -5.48099], [-2.83790, -0.41270, 0.91147], [-3.74901, -0.60135, -0.29371], [-3.41908, -0.01662, 1.75827], [-2.44967, -1.39660, 1.21289], [-4.67370, -1.09628, 0.03236], [-4.03557, 0.34130, -0.77339], [-3.29389, -1.24616, -1.05408], [-2.20380, 2.35862, 0.81762], [-1.25803, 3.50260, 1.11878], [-2.94845, 2.27527, 1.61730], [-2.72421, 2.53292, -0.13358], [-1.74764, 4.47140, 0.97437], [-0.82127, 3.45519, 2.12457], [-0.43539, 3.47741, 0.41819], [-0.67926, 0.58498, 2.44578], [-0.71812, -0.77560, 3.14523], [-1.23864, 1.31878, 3.05439], [0.36719, 0.93252, 2.38547], [-0.47222, -0.63588, 4.20575], [-1.70452, -1.25748, 3.10226], [0.02775, -1.46740, 2.73215], [-0.64855, -4.14847, 0.68418], [0.46517, -3.22668, 0.39355], [1.82841, -3.72367, 0.63301], [0.31497, -2.01409, -0.04735], [0.67305, -0.98165, -0.52619], [-0.22083, -5.15056, 0.82625], [-1.36825, -4.16483, -0.14918], [-1.19123, -3.84234, 1.59531], [2.46006, -3.48313, -0.23512], [2.27153, -3.25132, 1.52746], [1.77116, -4.80962, 0.77183]],
  "homo_energy_ev": -14.0,
  "fmax_ev_per_a": 3.5,
  "orbital_gap_ev": 6.66,
  "total_charge": 2,
  "lumo_ev": -7.30,
  "relative_energy_kj_mol": 112.4,
  "energy_ha": -4529.6568,
  "molar_mass_g_mol": 575.561,
  "spin_multiplicity": 1
}

[4]
{
  "formula": "C28H46LuNOP2",
  "method": "ωB97M-V with the def2-TZVPD basis set",
  "symbols": ["Lu", "C", "C", "C", "C", "C", "C", "H", "H", "H", "C", "H", "H", "H", "C", "H", "H", "H", "C", "H", "H", "H", "C", "H", "H", "H", "C", "C", "C", "C", "C", "C", "C", "C", "H", "H", "H", "H", "H", "H", "H", "H", "H", "H", "H", "H", "P", "C", "C", "P", "C", "C", "C", "H", "H", "H", "H", "H", "H", "H", "H", "H", "H", "H", "H", "H", "H", "O", "N", "C", "C", "C", "C", "C", "H", "H", "H", "H", "H"],
  "positions_angstrom": [[1.23923, -0.94201, 1.19642], [-0.88108, -1.08044, 2.41141], [-0.70373, -2.34218, 1.68694], [1.01690, -2.11264, 3.26283], [0.12797, -1.00977, 3.42182], [0.46245, -2.96970, 2.23995], [-2.10926, -0.24100, 2.47247], [-2.80580, -0.46403, 1.65649], [-1.86366, 0.83373, 2.40610], [-2.65610, -0.40054, 3.42194], [0.11770, -0.07907, 4.57766], [-0.82840, 0.45724, 4.62946], [0.91577, 0.66829, 4.55295], [0.21825, -0.62879, 5.51726], [2.23529, -2.30574, 4.08696], [1.98394, -2.36909, 5.15317], [2.95032, -1.47494, 4.00219], [2.75883, -3.22708, 3.82467], [1.02673, -4.26331, 1.79664], [0.89846, -5.03246, 2.56966], [2.10109, -4.21172, 1.56458], [0.50181, -4.61792, 0.90936], [-1.72287, -3.03820, 0.85806], [-1.73589, -4.11278, 1.08716], [-1.50134, -2.96372, -0.21727], [-2.73425, -2.63662, 1.02166], [-2.34453, 2.12183, -0.75293], [-3.15986, 1.12190, -0.32835], [-3.29365, -0.21153, -0.97388], [-2.99371, -0.17355, -2.50638], [-1.49307, -0.28626, -2.93324], [-0.57907, -0.68521, -1.83297], [-0.49745, 0.34092, -0.66677], [-0.93704, 1.74498, -1.14695], [-4.34601, -0.53398, -0.79193], [-3.57056, 0.66864, -2.93217], [-2.70922, -1.03680, -0.49584], [-0.88691, 1.80567, -2.27451], [-2.54077, 3.17797, -0.59639], [-3.76716, 1.20864, 0.59417], [-0.16611, 2.48030, -0.81588], [-1.09152, -0.01594, 0.19048], [-0.85301, -1.69706, -1.50087], [0.52919, 0.51142, -0.19935], [-3.51349, -1.06335, -2.88997], [-1.53293, -1.12930, -3.62628], [-0.51035, 1.10576, -3.83114], [-0.47772, 2.92140, -4.31380], [-1.38807, 0.51815, -5.33393], [1.18198, -0.88577, -2.48761], [1.23449, 0.63405, -3.58486], [1.02137, -2.18331, -3.77197], [2.92261, -0.88953, -1.98293], [0.45277, 3.46328, -4.08551], [-1.30270, 3.47834, -3.84561], [-0.61845, 3.03353, -5.39944], [-1.16997, 1.14556, -6.19777], [-2.43868, 0.61246, -5.04631], [-1.12826, -0.53097, -5.52228], [3.56225, -0.53492, -2.80540], [3.22662, -1.90714, -1.73186], [3.05726, -0.21865, -1.12523], [1.86211, 1.42879, -3.13541], [1.68318, 0.43400, -4.57316], [1.59679, -3.04314, -3.44591], [1.40527, -1.88677, -4.74422], [-0.01209, -2.49785, -3.88014], [1.55495, 0.95795, 1.73530], [1.93051, 2.09236, 2.41470], [2.63262, 1.95507, 3.56952], [2.89193, 3.09278, 4.33032], [2.44082, 4.33737, 3.88395], [1.80024, 4.43002, 2.63998], [1.58466, 3.28601, 1.88757], [2.96619, 0.94686, 3.82782], [3.46296, 2.95529, 5.25749], [2.62209, 5.20910, 4.51355], [1.54257, 5.42341, 2.25986], [1.14461, 3.33172, 0.89388]],
  "homo_energy_ev": [-6.7, -6.7],
  "fmax_ev_per_a": 4.1,
  "orbital_gap_ev": [3.15, 3.15],
  "total_charge": 1,
  "lumo_ev": [-3.60, -3.60],
  "relative_energy_kj_mol": 177.4,
  "energy_ha": -3142.1679,
  "molar_mass_g_mol": 649.597,
  "spin_multiplicity": 2
}